Formula: C18H36N2O5P2SSi
Source: OMol25
Level of theory: ωB97M-V with the def2-TZVPD basis set

HOMO level = -8.555 eV
Largest force on an atom = 0.173 hartree/bohr
SMILES = NCCCC[Si@](CCC(N)=O)(CCc1ccccc1)[PH2]=S.COP(=O)(OC)OC
Orbital gap = 6.51 eV

ORCA input file:
```
! wB97M-V def2-TZVPD RIJCOSX def2/J DEFGRID3
* xyz 0 1
C 4.6137 6.0695 -4.1167
O 1.8950 4.7049 -4.7549
C -1.1692 1.7612 -0.5939
H 4.4779 5.3288 -4.9067
C -0.7923 2.6005 0.7062
H -2.7197 -4.4037 0.5421
H -0.2806 1.3293 -1.1145
H -2.0383 -3.5040 1.9290
H 1.9067 3.3145 -1.5016
H 1.9810 -3.7758 2.5832
H -3.0739 1.1947 0.3190
C -2.3020 0.6944 -0.3364
H -2.8342 0.3555 -1.2584
H -2.7104 -2.5379 -0.8012
Si -1.6934 -0.8448 0.6651
C -2.9369 -2.2375 0.2638
C 4.5690 -4.4013 0.3159
S -1.0328 -1.5094 4.0359
C -4.2266 -3.7915 2.0200
H -4.4387 -4.8943 1.9030
H 4.3034 -4.7418 2.5340
H -0.8444 7.2857 -3.2309
H 0.2643 -1.1093 -0.8932
H -0.6855 5.5224 -3.4011
C -2.8904 -3.5104 1.2088
H -3.9541 -1.7472 0.2529
H -5.0930 -3.1698 1.6925
H 5.0728 6.9603 -4.5451
H 1.0005 3.4586 1.2040
H 5.5880 -4.8457 0.3157
H 0.5620 2.0718 2.0811
O 3.2337 4.1589 -2.8711
C -3.9091 -3.6167 3.5734
C 2.5205 -3.8040 1.6033
C 1.8298 -3.2908 0.4094
C 2.5923 3.0167 -2.2972
H 3.3568 2.3635 -1.8787
O 3.3774 6.4461 -3.5255
N -4.8880 -4.3531 4.4409
H -3.9352 -2.5059 3.7533
O 1.0576 6.6309 -3.6508
H -2.8965 -4.0146 3.8387
C 0.1243 -1.2864 0.2018
P -1.8466 -0.2110 2.8186
N 0.6059 2.5182 1.1620
P 2.1704 5.3683 -3.4238
H -1.3412 1.1246 2.9874
C 0.3737 -2.7928 0.6209
C 3.8610 -4.3474 1.5906
H -0.0805 6.3472 -1.9346
H -0.2970 -3.4275 -0.0244
O -1.6466 3.2260 1.2794
H -5.4750 -3.6371 4.8698
H -5.4257 -4.9318 3.7928
C 3.8968 -3.8737 -0.8488
C 2.5457 -3.3273 -0.8559
H 2.0350 -2.9452 -1.7678
C -0.2090 6.4283 -3.0161
H 0.1206 -2.8810 1.7082
H 5.2801 5.6732 -3.3499
H 0.8303 -0.6669 0.8281
H 2.0424 2.4721 -3.0682
H -3.2632 -0.0845 3.0482
H 4.4444 -3.9238 -1.8205
H -1.6029 2.5197 -1.3109
*
```


Formula: C78H79B2O13
Source: OMol25
Level of theory: ωB97M-V with the def2-TZVPD basis set

HOMO level = -4.344 eV
Largest force on an atom = 0.060 hartree/bohr
Orbital gap = 4.31 eV

ORCA input file:
```
! wB97M-V def2-TZVPD RIJCOSX def2/J DEFGRID3
* xyz -1 1
C 0.8362 4.0833 0.3755
C -3.2425 3.1451 4.4414
C -4.2288 -5.7481 4.0078
C -4.8585 1.2646 2.9213
C -2.6983 -2.7762 -8.9105
H -3.1902 -3.4039 -10.9053
C 2.5888 7.5879 -3.2197
H -1.9648 3.6663 6.0797
H 5.6888 -3.0100 3.7872
C 2.1183 -5.1175 3.6571
H -1.1597 -4.8501 6.1713
C 1.2598 -5.9216 -7.9172
H 0.6341 -6.0217 5.0239
C -4.7503 2.6825 2.4937
H -4.0367 4.9445 -4.4729
C 5.5482 -2.8888 1.6376
H 3.7534 -6.2554 -4.9898
C -2.1067 -4.2027 1.7606
H -4.3784 7.7469 -0.4155
C -0.0874 3.3319 -1.7188
O 5.0719 11.3672 -1.1025
H 1.9570 -0.3434 -0.9115
C -1.1620 5.1090 -0.4823
O -0.0895 -0.5232 -2.0475
C -0.8617 -3.9226 -7.8730
C 5.6389 -3.7020 2.9473
H 1.5782 -1.0330 1.3750
C 5.6111 -3.7913 0.3905
H -6.3031 -1.6346 1.9579
C 5.3367 10.9244 1.6462
C -4.1773 0.8055 4.0506
H 2.0871 6.8887 -3.8764
H 4.9265 -5.7423 3.3608
C -5.0058 -1.4052 3.6538
C -3.7179 4.9049 2.8714
H 3.7340 -4.8022 5.0903
C 2.0416 -5.2182 -5.7461
C 3.0487 -6.1660 -5.8065
C 5.4099 10.6590 3.0029
C 4.7027 10.0262 0.7971
H -1.4333 -5.1327 -10.9886
B -1.0818 -4.8990 2.7946
C 3.5076 7.8557 0.4132
C -0.7143 -4.7169 -9.0117
B -0.3859 -4.1565 4.1468
H -1.0763 -3.1059 6.0312
C -1.8612 -2.9593 -7.8234
H 1.0634 -1.4883 -3.4627
H 3.7982 7.6809 3.0744
H 1.6693 2.5008 -0.8205
C -3.3710 1.7340 4.8827
H -5.0526 -2.4489 3.9312
H 4.5999 -2.3566 1.6305
H 6.4972 -3.5801 -0.2111
H -0.0510 2.6753 -2.5780
H 1.8900 -4.7338 2.6585
C -4.3040 7.1340 -1.3038
C -1.1036 4.2733 -1.6043
H 2.3470 -7.5299 -8.8273
H 2.2423 -2.7744 -1.5656
O 0.4485 -2.3928 2.3934
C -2.9190 5.7638 3.6003
C -4.1124 5.5573 -3.5847
C 3.0735 8.7918 -3.7227
C -5.1254 6.4934 -3.4706
H 2.1916 -1.4002 2.9971
O -0.7357 -6.2327 2.4708
C 3.1536 -7.0039 -6.9127
O -0.0810 -3.4055 -5.7138
C -3.2777 6.2048 -1.4191
H 1.1555 0.2721 -3.4764
H -1.6132 -4.0903 0.7869
C 4.5303 -4.7666 3.0895
C -2.2741 6.0897 -0.3251
H -3.4898 -6.3170 3.4511
H -3.0143 -4.7913 1.5813
C 1.6987 -1.8309 2.1228
O -5.3083 -8.7326 3.5843
H 2.3609 6.3495 -1.4849
C -3.5739 -5.3211 5.3172
H 1.0524 -2.4625 4.4395
H -0.2218 5.6683 1.3623
H 2.3874 -6.1756 3.5604
C -2.4563 4.0150 5.1814
C -2.2934 5.3206 4.7597
C 1.1408 -5.0961 -6.7969
C -1.3544 -4.0188 5.4838
O -5.3444 3.0859 1.5126
H -4.5673 -4.8703 3.4542
O -2.0672 3.6569 -3.6623
H -2.4175 -3.2175 2.1026
C -5.6315 0.3846 2.1763
C 1.0898 -0.6024 -2.8121
C 3.3816 8.1824 -1.0327
C -5.2255 7.2774 -2.3263
C 2.2625 -6.8819 -7.9653
O -2.3715 6.7849 0.6718
C 0.1792 -2.6291 3.7961
C 0.3331 -5.7740 -9.0729
C -2.8726 -3.9314 5.2331
C 4.1596 8.8471 1.3120
O 0.4324 -6.4938 -10.0462
H -6.1693 0.7411 1.3081
C -5.7050 -0.9470 2.5424
C 0.9383 -5.0383 4.6527
C -3.8856 3.5959 3.2873
C 0.8783 3.2344 -0.7300
H -4.6727 -6.6129 1.5383
H -3.3027 -3.3582 6.0658
H -1.6703 5.9973 5.3311
H 3.4889 -3.8726 0.0806
H -2.7920 -6.0417 5.5441
H -5.5406 -8.0833 1.2070
C -0.1854 5.0153 0.5007
C 4.2301 8.5887 2.6749
H 5.9008 11.3620 3.6636
H 4.0020 -4.8630 2.1413
H 3.3019 -3.3417 4.2034
C 4.8487 9.4949 3.5189
H -2.7748 6.7822 3.2651
H 4.1277 -1.3923 -0.2136
H 6.3826 -2.1865 1.6297
C -5.3995 -7.6017 3.2982
C -2.5401 -3.5549 -10.0529
H 6.5909 -4.2400 2.8811
H 1.5992 4.0152 1.1396
C 3.7230 9.6842 -2.8867
C 3.8842 9.3821 -1.5402
H 5.7684 11.8316 1.2454
H -1.0869 0.5348 -3.5575
H 2.9445 9.0314 -4.7704
H -1.9805 -2.3514 -6.9365
H -0.5853 -1.9100 4.1375
H -5.8419 6.6130 -4.2732
C 2.9657 -2.0330 -1.9067
C -3.1879 5.4053 -2.5588
H -6.4150 -6.5772 1.7117
H 5.1008 -1.8695 -1.6024
C 3.4136 -4.4241 4.1183
C 4.5957 10.3439 -0.6544
O -2.8232 1.3488 5.8940
C 2.7420 7.2836 -1.8780
H 4.3849 -4.2242 -1.3658
H 1.9560 -4.5702 -4.8837
O 3.0814 6.8061 0.8457
C 4.2213 -2.1323 -1.0083
H 3.0000 0.1248 -2.2531
H -4.3217 -5.3399 6.1073
C -4.2494 -0.5276 4.4084
H -6.0226 8.0042 -2.2355
H -3.7086 -0.8810 5.2737
H 3.9365 -7.7502 -6.9536
H -4.2034 5.2520 1.9694
H -0.6354 -6.3072 1.5110
C 4.3656 -3.5661 -0.4912
H 4.8967 9.2951 4.5816
H 3.2648 -2.2380 -2.9373
C 2.3207 -0.6498 -1.8935
H -3.4745 -2.0227 -8.8716
H 1.3185 -4.4942 5.5358
H 4.1021 10.6183 -3.2789
H -2.0128 0.0302 -2.1631
C -5.5345 -7.2070 1.8387
C 0.0526 -4.0848 -6.7092
H 2.3433 -2.5870 1.6610
H -1.5421 -1.1853 -3.3782
C -2.1141 4.3831 -2.6895
O -5.3835 -6.6302 4.2355
H -3.1474 -3.3795 4.3312
H 5.5997 -4.8490 0.6490
C -1.5540 -4.5252 -10.1018
C -1.2239 -0.2856 -2.8411
*
```


Formula: C3H4N2O
Source: OMol25
Level of theory: ωB97M-V with the def2-TZVPD basis set

Relative energy (zero: lowest compared OMol25 entry of this formula, charge and spin) = 26.5 kcal/mol
HOMO level = -9.359 eV
Largest force on an atom = 0.012 hartree/bohr
SMILES = C=C=NC(N)=O
Orbital gap = 10.26 eV

ORCA input file:
```
! wB97M-V def2-TZVPD RIJCOSX def2/J DEFGRID3
* xyz 0 1
H -1.2325 1.1098 2.5193
C -0.1564 0.9390 0.7546
O 1.2611 -1.2642 -0.0482
C -0.2995 1.2999 2.0010
N -0.0794 -1.1581 -1.8868
N -0.0664 0.6336 -0.4352
H -0.6443 -0.5771 -2.4819
H 0.5271 1.7511 2.5364
H 0.2364 -2.0528 -2.2248
C 0.4540 -0.6813 -0.7344
*
```


What is the HOMO level in the first record? -8.555 eV